Computed, not measured: a single C22H28N2O4 molecule, with ωB97M-V/def2-TZVPD.

```
56
Properties=species:S:1:pos:R:3
C -3.4226 0.1047 3.3108
C -2.9710 -0.3909 1.9455
O -1.6241 0.0004 1.7724
C -0.9901 -0.3392 0.5999
C -1.5657 -1.0210 -0.4557
C -0.8495 -1.3093 -1.6109
C 0.4924 -0.9139 -1.7129
C 1.0748 -0.2283 -0.6525
C 0.3517 0.0623 0.4927
N 0.8915 0.7525 1.5792
C 2.1003 1.3660 1.6987
O 2.9691 1.3569 0.8492
C 2.2866 2.0287 3.0285
C 3.4595 1.7316 3.7158
C 3.7138 2.2871 4.9546
C 2.7972 3.1654 5.5074
C 1.6469 3.4901 4.8118
C 1.3692 2.9345 3.5681
C 0.1221 3.3513 2.8426
H 0.2531 3.2986 1.7646
H -0.1387 4.3731 3.1112
H -0.7196 2.7140 3.1180
H 0.9477 4.1961 5.2375
H 2.9847 3.6098 6.4737
H 4.6226 2.0420 5.4831
H 4.1658 1.0537 3.2602
H 0.2524 0.8143 2.3597
H 2.1006 0.0943 -0.6853
O 1.1519 -1.2606 -2.8560
C 2.4668 -0.7898 -3.0844
C 2.5100 0.6846 -3.4720
H 3.5297 0.9635 -3.7221
H 2.1668 1.3121 -2.6539
H 1.8725 0.8600 -4.3357
H 3.1039 -0.9822 -2.2136
H 2.8249 -1.4036 -3.9165
N -1.5570 -2.0093 -2.6320
C -1.0903 -3.3708 -2.8472
C -2.0863 -4.0716 -3.7719
H -1.7484 -5.0812 -4.0129
O -2.2152 -3.3952 -5.0009
C -2.6224 -2.0620 -4.7949
C -1.6333 -1.3086 -3.9052
H -1.9919 -0.2931 -3.7243
H -0.6571 -1.2636 -4.4106
H -2.6818 -1.6048 -5.7843
H -3.6171 -2.0468 -4.3231
H -3.0664 -4.1221 -3.2726
H -1.0516 -3.8842 -1.8840
H -0.0899 -3.3909 -3.3066
H -2.5918 -1.3481 -0.4239
H -3.0540 -1.4847 1.8909
H -3.5949 0.0493 1.1559
H -2.7926 -0.3189 4.0887
H -4.4525 -0.1909 3.4877
H -3.3527 1.1885 3.3574
```

Computed properties:
HOMO energy ... -7.727 eV
ΔE to the lowest compared entry with this formula, charge and spin ... 2.415 eV
Gap between HOMO and LUMO ... 8.410 eV
Total energy ... -1265.58977 a.u.
Strongest force on any atom ... 0.009 hartree/bohr

---

Computed, not measured: 3 unconnected molecules or ions with the total composition C3H12N3, with ωB97M-V/def2-TZVPD.

```
18
Properties=species:S:1:pos:R:3
C -0.3476 -1.4418 -0.3416
C -3.1863 0.1543 0.0921
C -1.0182 -0.0779 -0.2179
N 0.8905 1.2675 -0.3063
N -0.4738 1.0831 -0.1473
N 3.0976 -0.2104 0.3651
H 0.4278 -1.3925 0.3762
H 0.0118 -1.3547 -1.3807
H -1.0403 -2.3329 -0.1622
H -3.5931 -0.6691 -0.3808
H -3.5630 1.1759 -0.1580
H -2.8670 0.1941 1.0714
H 1.6518 0.6642 -0.0706
H 1.1072 2.2680 -0.0738
H -1.1127 1.8511 -0.1222
H 3.3237 -0.9572 -0.2730
H 2.7417 -0.5753 1.2667
H 3.9496 0.3536 0.4630
```

Computed properties:
HOMO energy ... -13.672 eV
ΔE to the lowest compared entry with this formula, charge and spin ... 5.095 eV
Net charge ... +1
Gap between HOMO and LUMO ... 10.086 eV
Total energy ... -285.37818 a.u.
Strongest force on any atom ... 0.105 hartree/bohr